This record from the OMol25 dataset describes C23H39Cl3N3O3SSiSm as an isolated structure in a non-equilibrium geometry. The level of theory is ωB97M-V/def2-TZVPD.

Each line ends with the Mulliken spin population.
Element x y z (Å)
C -3.470 2.645 -0.285  0.000
C -2.502 3.310 0.650  -0.003
H -4.503 2.764 0.060  0.000
H -3.263 1.569 -0.407  0.001
H -3.403 3.090 -1.290  0.000
C -2.846 4.064 1.699  0.000
C -4.230 4.434 2.099  0.000
H -2.061 4.450 2.349  0.000
H -5.003 3.958 1.493  0.000
H -4.384 5.516 2.030  0.000
H -4.404 4.166 3.148  0.000
Sm -0.236 -0.155 -0.268  5.061
Cl 0.571 1.354 -2.268  -0.010
Cl -2.474 -1.116 -1.143  -0.005
H 3.374 -4.404 -1.775  0.000
H 2.196 -4.011 -4.144  0.000
C 2.366 -4.335 -1.347  0.000
C 1.258 -3.952 -3.577  0.000
N 1.524 -3.514 -2.213  0.001
H 2.412 -3.849 -0.370  0.000
C 1.037 -2.376 -1.769  0.000
O 1.244 -1.953 -0.588  0.000
H 0.605 -3.206 -4.038  0.000
H 0.409 -1.787 -2.469  -0.001
H 1.927 -5.335 -1.252  0.000
H 0.751 -4.925 -3.571  0.000
H -3.403 0.666 2.027  0.000
H -2.320 1.950 3.931  0.000
C -3.007 -0.276 2.435  0.002
C -2.045 0.967 4.346  0.000
N -1.844 0.004 3.275  -0.001
H -2.754 -0.952 1.614  -0.002
C -0.614 -0.420 2.985  0.001
O -0.313 -1.014 1.918  -0.003
H -1.111 1.050 4.911  0.000
H 0.154 -0.216 3.752  0.000
H -3.787 -0.727 3.063  0.000
H -2.847 0.613 5.004  0.000
O -0.864 1.642 0.835  -0.037
C -1.040 2.940 0.439  0.002
C 0.544 3.524 2.374  0.000
C 0.012 3.830 1.119  -0.001
H 0.207 2.615 2.875  0.000
C 1.521 4.351 2.930  0.000
H -0.865 2.997 -0.655  -0.002
C 0.476 4.939 0.409  0.000
H 1.953 4.078 3.895  0.000
C 1.914 5.507 2.252  0.000
C 1.407 5.796 0.986  0.000
H 0.080 5.106 -0.596  0.000
H 2.645 6.172 2.716  0.000
H 1.732 6.686 0.441  0.000
Si -5.568 -3.845 -3.150  0.000
Cl -7.038 -2.459 -2.645  0.000
C -5.240 -4.824 -1.591  0.000
C -4.118 -2.829 -3.728  0.001
C -6.242 -4.927 -4.525  0.000
H -4.923 -4.152 -0.782  0.000
H -4.448 -5.566 -1.753  0.000
H -6.148 -5.353 -1.268  0.000
H -7.140 -5.468 -4.199  0.000
H -5.493 -5.668 -4.836  0.000
H -6.506 -4.323 -5.403  0.000
H -3.790 -2.159 -2.920  0.001
H -4.391 -2.215 -4.598  0.000
H -3.264 -3.463 -3.998  0.000
S 4.117 2.198 1.516  0.000
C 3.962 0.669 2.360  0.000
C 2.826 0.012 1.935  0.000
N 2.138 0.646 0.915  -0.004
C 2.694 1.813 0.614  0.000
H 4.657 0.308 3.099  0.000
H 2.449 -0.924 2.309  0.000
H 2.335 2.473 -0.163  0.000

Results
HOMO level (alpha / beta) in Ha: -0.2995 / -0.2999
2S+1: 6
Total energy in a.u.: -4016.29451
Gap between HOMO and LUMO (alpha / beta) in Eh: 0.3075 / 0.3079
F_max in Eh/bohr: 0.0411
Total charge: 0
ΔE to the lowest compared entry with this formula, charge and spin in kJ/mol: 16.2
<S²>: 8.758